(1)
Here is a cluster of 2 separate species, C4H12N2O2 in total in a non-equilibrium geometry from the OMol25 dataset. Energies are from ωB97M-V/def2-TZVPD.

The orbital gap is 10.14 eV. For the energy relative to the best compared isomer or geometry (same formula, charge and spin), the calculation gives 76.9 kcal/mol. For the electronic energy, the calculation gives -11415.8834 eV. Its structure (SMILES) is CC(=O)O.CCNN.

The geometry in ORCA input format:
```
! wB97M-V def2-TZVPD RIJCOSX def2/J DEFGRID3
* xyz 0 1
C -1.60 0.64 1.37
C 3.40 0.76 -0.55
C -1.91 0.51 -0.08
C 2.11 0.15 -0.08
N -2.26 -0.87 -0.62
N -1.06 -1.82 -0.42
O 1.26 -0.30 -0.99
O 1.94 0.20 1.11
H -0.97 1.48 1.42
H -2.41 0.91 1.89
H -1.06 -0.17 1.79
H 3.51 1.13 -1.57
H 3.66 1.67 -0.03
H 4.21 0.11 -0.19
H -2.89 1.00 -0.27
H -1.23 1.15 -0.83
H 0.33 -0.47 -0.64
H -0.70 -2.16 -1.36
H -2.94 -1.30 0.05
H -1.37 -2.62 0.01
*
```

(2)
Here is the molecule C14H25N3O3S from the OMol25 dataset. Energies are from ωB97M-V/def2-TZVPD.

The orbital gap is 8.40 eV. For the energy relative to the best compared isomer or geometry (same formula, charge and spin), the calculation gives 5.7 kcal/mol. For the electronic energy, the calculation gives -36371.8100 eV. Its structure (SMILES) is CCCCCOC[C@H]1C[C@@H](C/C(C)=N/NC(N)=S)C(=O)O1.

The geometry in ORCA input format:
```
! wB97M-V def2-TZVPD RIJCOSX def2/J DEFGRID3
* xyz 0 1
C 2.49 -2.99 -0.77
C 2.84 -1.52 -1.02
C 2.28 -0.56 0.03
C 2.91 -0.71 1.43
C 2.08 -1.57 2.37
O 0.83 -0.94 2.59
C -0.07 -1.70 3.36
C -1.50 -1.23 3.05
C -1.72 0.28 3.22
H -2.65 0.47 3.75
C -1.78 0.82 1.78
C -1.87 -0.44 0.94
O -2.03 -0.51 -0.25
O -1.79 -1.54 1.70
C -0.53 1.65 1.42
C -0.59 2.18 0.01
N -0.24 1.37 -0.90
N -0.23 1.69 -2.20
C -0.13 0.71 -3.15
N -0.16 -0.55 -2.70
H -0.24 -1.28 -3.39
H -0.55 -0.71 -1.78
S 0.04 1.14 -4.73
H -0.35 2.64 -2.54
C -1.07 3.59 -0.21
H -1.80 3.62 -1.02
H -1.54 3.98 0.69
H -0.24 4.23 -0.48
H 0.34 1.01 1.53
H -0.46 2.48 2.12
H -2.67 1.42 1.60
H -0.90 0.72 3.77
H -2.19 -1.82 3.67
H 0.13 -1.58 4.43
H 0.00 -2.76 3.10
H 2.60 -1.69 3.34
H 1.91 -2.57 1.95
H 3.91 -1.14 1.36
H 3.00 0.28 1.89
H 2.46 0.45 -0.32
H 1.20 -0.69 0.10
H 3.93 -1.42 -1.07
H 2.43 -1.23 -1.98
H 2.79 -3.60 -1.61
H 1.41 -3.10 -0.63
H 2.99 -3.37 0.12
*
```

(3)
Here is the molecule C2H5NO from the OMol25 dataset. Energies are from ωB97M-V/def2-TZVPD.

The orbital gap is 10.83 eV. For the energy relative to the best compared isomer or geometry (same formula, charge and spin), the calculation gives 5.3 kcal/mol. For the electronic energy, the calculation gives -5692.9989 eV. Its structure (SMILES) is CC(N)=O.

The geometry in ORCA input format:
```
! wB97M-V def2-TZVPD RIJCOSX def2/J DEFGRID3
* xyz 0 1
C 0.34 0.69 0.84
C 0.35 -0.27 -0.33
O 1.40 -0.65 -0.81
N -0.86 -0.59 -0.94
H 0.89 0.26 1.68
H -0.65 1.02 1.16
H 0.91 1.57 0.51
H -0.69 -1.12 -1.79
H -1.58 -1.05 -0.41
*
```

(4)
Here is the molecule C4H6O2 in a non-equilibrium geometry from the OMol25 dataset. Energies are from ωB97M-V/def2-TZVPD.

The orbital gap is 9.89 eV. For the energy relative to the best compared isomer or geometry (same formula, charge and spin), the calculation gives 52.6 kcal/mol. For the electronic energy, the calculation gives -8338.1805 eV. Its structure (SMILES) is O=C/C=C\CO.

The geometry in ORCA input format:
```
! wB97M-V def2-TZVPD RIJCOSX def2/J DEFGRID3
* xyz 0 1
C -1.01 -0.66 -0.06
C -0.32 0.66 -0.11
C 1.00 0.87 -0.13
C 1.92 -0.20 -0.08
H -2.76 0.26 0.57
H -0.60 -1.38 -0.85
H -0.74 -1.18 0.94
H -1.02 1.56 -0.09
H 1.38 1.88 -0.05
H 3.00 0.07 0.10
O -2.41 -0.48 -0.17
O 1.56 -1.39 -0.08
*
```

(5)
Here is a structure of composition C16H23NO3P2Zn in a non-equilibrium geometry from the OMol25 dataset. Energies are from ωB97M-V/def2-TZVPD.

The orbital gap is 7.59 eV. For the electronic energy, the calculation gives -91578.0513 eV.

The geometry in ORCA input format:
```
! wB97M-V def2-TZVPD RIJCOSX def2/J DEFGRID3
* xyz 2 1
Zn 0.08 -0.28 0.08
O -1.24 -0.48 -2.81
C -0.72 -0.72 -3.89
O 1.27 0.74 -2.26
C 1.26 0.80 -3.47
O 2.10 1.54 -4.25
N 0.38 0.08 -4.36
C 1.66 1.46 -5.66
C 0.78 0.24 -5.77
H 2.54 1.42 -6.30
H 1.07 2.36 -5.88
H 1.37 -0.65 -6.08
H -0.09 0.36 -6.42
C -1.13 -1.78 -4.83
C -2.27 -2.45 -4.61
H -0.45 -2.02 -5.68
H -2.92 -2.19 -3.75
H -2.56 -3.27 -5.29
C 2.86 -0.67 2.98
P 1.31 -0.88 2.08
C 1.55 -2.66 1.56
C 0.07 -0.40 3.34
C 0.25 -0.89 4.64
C -0.63 -0.50 5.67
C -1.67 0.38 5.41
C -1.87 0.90 4.12
C -1.00 0.52 3.08
P -1.26 1.18 1.43
C -2.80 2.10 1.52
C 0.20 2.34 1.32
H 3.68 -0.86 2.29
H 2.90 -1.39 3.80
H 2.90 0.34 3.36
H 1.90 -3.22 2.42
H 0.61 -3.05 1.17
H 2.30 -2.66 0.77
H 1.05 -1.58 4.86
H -0.49 -0.91 6.66
H -2.36 0.67 6.20
H -2.70 1.57 3.96
H -2.71 2.84 2.31
H -3.02 2.59 0.58
H -3.61 1.41 1.76
H 0.04 3.07 2.11
H 1.13 1.79 1.51
H 0.24 2.79 0.33
*
```

(6)
Here is a cluster of 2 separate species, C7H8N2O2 in total in a non-equilibrium geometry from the OMol25 dataset. Energies are from ωB97M-V/def2-TZVPD.

The orbital gap is 8.83 eV. For the energy relative to the best compared isomer or geometry (same formula, charge and spin), the calculation gives 17.6 kcal/mol. For the electronic energy, the calculation gives -14463.6943 eV. Its structure (SMILES) is CNc1ccccn1.O=C=O.

The geometry in ORCA input format:
```
! wB97M-V def2-TZVPD RIJCOSX def2/J DEFGRID3
* xyz 0 1
C 1.60 0.58 -2.13
C 1.90 0.56 -0.75
C 0.35 0.16 -2.53
C -0.59 -0.15 -1.60
C 0.97 0.24 0.13
C -3.52 -0.55 0.69
C 0.22 -0.35 2.48
N -0.41 -0.14 -0.27
N 1.22 0.06 1.46
O -3.87 0.21 -0.12
O -3.23 -1.31 1.53
H 2.32 0.77 -2.93
H 2.82 1.04 -0.54
H 0.04 0.21 -3.54
H -1.61 -0.52 -1.91
H -0.14 0.56 3.05
H 0.54 -1.07 3.13
H -0.65 -0.88 2.08
H 2.05 0.59 1.78
*
```

(7)
Here is a structure of composition C4H8O2 from the OMol25 dataset. Energies are from ωB97M-V/def2-TZVPD.

The orbital gap is 10.89 eV. For the energy relative to the best compared isomer or geometry (same formula, charge and spin), the calculation gives 49.9 kcal/mol. For the electronic energy, the calculation gives -8371.1169 eV.

The geometry in ORCA input format:
```
! wB97M-V def2-TZVPD RIJCOSX def2/J DEFGRID3
* xyz 0 1
O -2.21 0.57 -0.31
C -1.51 -0.59 0.07
C -0.04 -0.35 0.41
C 0.95 -0.25 -0.74
C 1.60 0.80 0.15
O 0.35 0.97 0.86
H -2.17 1.18 0.43
H -2.01 -1.13 0.89
H -1.52 -1.25 -0.81
H 0.29 -1.09 1.16
H 1.49 -1.16 -1.04
H 0.46 0.22 -1.60
H 1.97 1.72 -0.30
H 2.36 0.37 0.82
*
```

(8)
Here is a structure of composition C18H23N5O3Sr in a non-equilibrium geometry from the OMol25 dataset. Energies are from ωB97M-V/def2-TZVPD.

The orbital gap is 5.73 eV. For the electronic energy, the calculation gives -33455.7149 eV.

The geometry in ORCA input format:
```
! wB97M-V def2-TZVPD RIJCOSX def2/J DEFGRID3
* xyz 2 1
C -0.60 -2.12 -5.02
C -1.11 -1.21 -5.90
H -0.58 -3.16 -5.33
H -0.21 -1.84 -4.07
C -1.18 0.20 -5.58
C -0.74 0.68 -4.38
H -0.37 0.05 -3.60
H -0.83 1.76 -4.21
C -1.63 -1.70 -7.24
H -1.46 -2.78 -7.31
H -1.12 -1.23 -8.09
H -2.70 -1.53 -7.37
C -1.73 1.16 -6.61
H -2.75 0.90 -6.93
H -1.11 1.22 -7.51
H -1.77 2.16 -6.17
Sr -0.17 0.27 3.05
O 0.20 0.08 0.68
C 0.96 0.44 -0.26
O 1.65 1.67 2.34
C 2.29 1.85 1.29
O 3.36 2.62 1.26
N 2.03 1.31 0.03
C 3.96 2.56 -0.08
C 3.10 1.65 -0.91
H 4.98 2.17 0.03
H 3.98 3.58 -0.49
H 3.64 0.76 -1.23
H 2.69 2.16 -1.79
C 0.80 -0.05 -1.62
C 0.16 -1.23 -1.83
H 1.30 0.54 -2.39
H -0.57 -1.58 -1.09
H 0.45 -1.89 -2.64
N -0.43 0.47 7.58
C 0.32 1.63 7.64
C 0.67 1.93 6.35
N 0.15 0.96 5.51
C -0.52 0.08 6.28
C -1.22 -1.12 5.80
N -1.28 -1.55 4.52
C -2.02 -2.72 4.53
C -2.41 -3.01 5.81
N -1.89 -1.99 6.61
H -0.85 -0.02 8.38
H 0.53 2.14 8.57
H 1.26 2.74 5.97
H -2.21 -3.27 3.62
H -2.99 -3.82 6.21
H -2.01 -1.92 7.62
*
```